{"formula": "C16H24NORe", "method": "ωB97M-V/def2-TZVPD", "s_squared": 3.76, "gap_ev": [7.114, 7.525], "multiplicity": 4, "charge": 1, "species": ["C", "C", "C", "C", "H", "H", "H", "H", "H", "H", "H", "H", "H", "C", "C", "C", "H", "C", "C", "H", "H", "H", "H", "C", "C", "C", "H", "C", "C", "H", "H", "H", "H", "Re", "C", "C", "N", "O", "H", "H", "H", "H", "H"], "xyz": [[-0.6132, 1.0761, -3.0920], [-0.0439, 2.3782, -2.6927], [0.1894, 0.0917, -3.8393], [-2.0357, 0.8028, -2.8079], [-0.1949, -0.1020, -4.8556], [0.2013, -0.8854, -3.3256], [1.2323, 0.4173, -3.9527], [-0.2040, 3.1638, -3.4509], [1.0398, 2.3203, -2.5180], [-0.5126, 2.7368, -1.7647], [-2.7419, 1.3387, -3.4628], [-2.2841, 1.1299, -1.7878], [-2.2713, -0.2646, -2.8998], [2.4710, -0.8572, 1.0927], [2.3807, -1.1155, -0.3276], [2.0911, 0.1226, -0.9855], [2.6219, -2.0435, -0.8299], [1.9898, 1.1485, 0.0064], [2.2390, 0.5638, 1.2795], [2.3385, 1.1048, 2.2069], [2.7828, -1.5616, 1.8471], [2.1309, 0.2824, -2.0583], [1.8728, 2.2108, -0.1751], [-1.3881, -1.6186, 1.3412], [-0.2526, -2.5072, 1.3328], [0.1224, -2.7008, -0.0514], [0.1630, -2.9836, 2.2180], [-0.7441, -1.8917, -0.8644], [-1.6647, -1.2094, 0.0064], [-2.4079, -0.4708, -0.2983], [-1.9621, -1.3395, 2.2215], [0.8547, -3.3972, -0.4352], [-0.7601, -1.8599, -1.9527], [0.3947, -0.7022, 0.4952], [-1.8179, 1.0253, 3.9932], [-0.5458, 0.7407, 3.2492], [0.4659, 0.3044, 4.0052], [-0.4403, 0.9070, 1.9962], [-1.6259, 1.3072, 5.0345], [-2.4570, 0.1353, 4.0003], [-2.3396, 1.8341, 3.4871], [1.3942, 0.1860, 3.6140], [0.3316, 0.1822, 5.0008]], "atomic_forces_ev_per_a": [[0.07, 0.00, 0.13], [0.16, 0.40, 0.23], [0.35, -0.33, -0.42], [-0.43, -0.12, 0.20], [0.04, 0.03, 0.19], [0.07, 0.16, -0.25], [-0.24, -0.08, -0.06], [0.03, -0.08, 0.11], [-0.19, 0.06, -0.15], [0.07, 0.03, -0.16], [0.16, -0.04, -0.02], [-0.06, -0.02, -0.12], [-0.03, 0.15, -0.02], [0.67, 0.72, 0.11], [0.88, 0.65, 0.33], [-0.13, -0.05, 0.51], [-0.08, 0.18, 0.15], [0.42, -0.56, 0.54], [0.75, -0.59, -0.92], [-0.14, 0.06, -0.09], [0.09, 0.04, -0.01], [-0.44, -0.13, 0.34], [-0.28, -0.25, -0.01], [-0.78, -0.71, -0.02], [-0.74, -0.78, 0.54], [-0.89, -0.80, -0.03], [-0.12, 0.01, -0.39], [-1.16, -0.18, -0.39], [-0.83, -0.84, -0.20], [0.27, -0.42, 0.10], [0.33, 0.07, -0.27], [0.01, 0.20, 0.15], [0.08, 0.10, 0.50], [2.49, 2.65, -1.24], [-0.09, 0.12, 0.00], [0.18, 0.47, -1.19], [0.28, -0.14, 0.03], [-0.44, 0.08, 2.20], [-0.04, -0.05, -0.25], [0.07, 0.13, -0.08], [-0.09, -0.06, 0.02], [-0.44, -0.15, 0.19], [0.16, 0.08, -0.28]]}